{
  "formula": "CH5PS2",
  "method": "ωB97M-V with the def2-TZVPD basis set",
  "elements": ["C", "P", "S", "S", "H", "H", "H", "H", "H"],
  "coordinates": [[-0.9001, 0.3993, 0.0682], [0.6401, 0.7120, -0.9685], [2.0611, 0.3716, 0.5432], [0.5001, -1.2283, -1.8996], [-1.8651, 0.2143, -0.4404], [-0.8134, 1.2125, 0.7240], [-0.7295, -0.4863, 0.7831], [1.9412, 1.6559, 1.0176], [1.1504, -0.9799, -3.1626]],
  "nbo_charge": [-0.950, 0.589, -0.313, -0.340, 0.248, 0.222, 0.232, 0.145, 0.168],
  "relative_energy_kcal_mol": 12.43,
  "energy_ha": -1178.827033,
  "molar_mass_da": 112.16,
  "smiles": "CP(S)S"
}